{"formula": "C7H16O", "method": "ωB97M-V with the def2-TZVPD basis set", "e_lumo_ev": 0.984, "smiles": "C/C=C/C.CCCO", "total_charge": 0, "homo_ev": -9.29, "elements": ["C", "C", "C", "C", "H", "H", "H", "H", "H", "H", "H", "H", "C", "C", "C", "O", "H", "H", "H", "H", "H", "H", "H", "H"], "positions_angstrom": [[1.301, 2.653, -1.037], [1.778, 1.234, -0.989], [1.243, 0.243, -1.685], [1.686, -1.183, -1.604], [0.326, 2.729, -1.517], [1.219, 3.088, -0.042], [1.986, 3.299, -1.589], [2.625, 1.018, -0.341], [0.403, 0.463, -2.338], [2.660, -1.283, -1.125], [0.981, -1.784, -1.018], [1.729, -1.650, -2.587], [-2.817, -1.046, 0.550], [-1.744, -1.271, 1.594], [-0.682, -0.192, 1.563], [0.375, -0.584, 2.446], [-2.402, -1.032, -0.459], [-3.563, -1.839, 0.584], [-3.346, -0.105, 0.702], [-1.238, -2.229, 1.433], [-2.176, -1.305, 2.599], [-1.109, 0.760, 1.896], [-0.288, -0.079, 0.552], [1.054, 0.096, 2.411]]}



{"formula": "C7H16O", "method": "ωB97M-V with the def2-TZVPD basis set", "e_lumo_ev": 0.778, "total_charge": 0, "homo_ev": -8.56, "elements": ["C", "C", "C", "C", "C", "C", "C", "O", "H", "H", "H", "H", "H", "H", "H", "H", "H", "H", "H", "H", "H", "H", "H", "H"], "positions_angstrom": [[0.078, 0.829, -0.464], [0.442, -1.293, 0.818], [0.088, 0.035, 1.231], [0.875, 0.205, -1.607], [-1.383, 0.999, -0.870], [0.689, 2.194, -0.132], [-0.573, -2.245, 0.257], [0.631, -1.657, 2.546], [-0.244, -1.851, 2.918], [1.460, -1.436, 0.467], [-0.929, 0.164, 1.598], [0.854, 0.582, 1.771], [-1.967, 1.496, -0.089], [0.140, 2.708, 0.662], [1.910, 0.005, -1.320], [0.905, 0.889, -2.467], [0.424, -0.713, -1.987], [-1.463, 1.629, -1.766], [-1.857, 0.041, -1.098], [1.733, 2.100, 0.179], [0.670, 2.848, -1.014], [-1.574, -2.045, 0.645], [-0.602, -2.220, -0.834], [-0.307, -3.263, 0.553]]}



{"formula": "C7H16O", "method": "ωB97M-V with the def2-TZVPD basis set", "e_lumo_ev": [-5.185, -8.529], "multiplicity": 2, "s2": 0.753, "total_charge": 1, "homo_ev": [-14.60, -14.60], "elements": ["C", "C", "C", "C", "C", "C", "C", "H", "H", "H", "H", "H", "H", "H", "H", "H", "H", "H", "H", "H", "H", "H", "H", "O"], "positions_angstrom": [[2.961, -1.527, -0.338], [1.681, -0.545, -0.131], [0.887, -0.564, -1.431], [-0.762, -0.318, -1.523], [-0.713, 1.775, -0.071], [-1.397, 0.642, -0.561], [-2.819, 0.453, -0.414], [2.874, -2.264, 0.398], [3.027, -1.900, -1.355], [3.969, -0.845, -0.223], [1.083, -0.982, 0.602], [2.091, 0.435, 0.186], [1.181, 0.348, -2.124], [1.067, -1.388, -2.135], [-1.134, -1.363, -1.520], [-0.672, -0.029, -2.622], [-1.074, 2.489, 0.626], [0.240, 2.025, -0.427], [-3.249, -0.545, -0.618], [-3.384, 1.129, -1.221], [-3.119, 0.955, 0.583], [0.202, -0.278, 3.091], [-0.752, 0.850, 3.211], [-0.173, 0.233, 3.795]]}



{"formula": "C7H16O2", "method": "ωB97M-V with the def2-TZVPD basis set", "e_lumo_ev": 0.684, "smiles": "CC(C)(C)C.CC(=O)O", "total_charge": 0, "homo_ev": -9.91, "elements": ["C", "C", "C", "C", "C", "H", "H", "H", "H", "H", "H", "H", "H", "H", "H", "H", "H", "C", "C", "O", "O", "H", "H", "H", "H"], "positions_angstrom": [[2.811, -0.541, -0.579], [1.406, -0.003, -0.139], [1.927, 0.156, 1.388], [0.212, -1.004, -0.302], [1.061, 1.404, -0.771], [3.607, 0.241, -0.392], [3.257, -1.376, 0.253], [2.843, -0.793, -1.701], [1.065, 0.720, 1.885], [2.038, -0.758, 2.077], [2.922, 0.652, 1.537], [-0.767, -0.405, -0.178], [0.076, -1.850, 0.571], [0.145, -1.589, -1.239], [0.604, 1.435, -1.873], [0.225, 1.933, -0.207], [1.774, 2.032, -0.648], [-3.925, 0.262, 0.502], [-2.603, 0.165, -0.189], [-1.775, 0.998, -0.423], [-2.436, -1.202, -0.406], [-4.263, 1.334, 0.278], [-4.697, -0.582, 0.009], [-3.862, 0.119, 1.631], [-1.646, -1.348, -1.086]]}



E values (in a.u.) by entry order: -351.51536, -351.46066, -351.11482, -426.65080.